No. 1
A structure of composition C11H5N2O5V, computed with ωB97M-V with the def2-TZVPD basis set.

```
24
Properties=species:S:1:pos:R:3:forces:R:3
O 0.6569 2.1501 -4.4045 -0.449 -5.816 1.971
C 0.5700 1.0445 -4.0096 0.436 5.807 -1.839
V -0.5058 -0.0524 0.5397 3.636 -0.564 1.151
O 0.8520 2.8762 0.7015 -1.792 -3.752 -1.241
C 0.3534 1.8778 0.4470 1.247 4.820 1.396
C 0.5486 -1.6261 -0.0478 -0.328 -8.991 1.344
O 0.9221 -2.7333 0.1216 -1.693 6.082 -1.525
C 1.4781 -0.1515 -0.0389 6.443 1.180 -1.621
O 2.5677 -0.2415 -0.4380 -4.540 0.663 1.615
C -2.2689 0.5237 0.0861 -11.011 3.790 -4.078
O -3.3529 0.8610 -0.2881 7.829 -2.449 2.823
H -1.0230 -0.5832 -0.9425 0.004 -0.607 0.144
N 3.0952 -0.2764 5.5908 -2.924 -0.653 -1.260
C 2.0394 -0.5155 5.1274 3.491 0.673 2.201
C 0.8389 -0.7771 4.4456 -0.242 0.363 -1.220
C -0.3032 -1.4178 4.9306 -0.970 -0.456 0.495
C -1.4575 -1.6563 4.1635 -0.924 0.084 -1.224
C -1.4358 -1.2468 2.8229 0.741 -0.131 0.574
N -0.2724 -0.6576 2.3860 -0.671 0.563 -1.728
C 0.8171 -0.3601 3.1213 -1.071 -1.031 0.494
H -0.3439 -1.7372 5.9589 0.213 -0.103 0.325
H -2.4017 -2.1449 4.5156 1.189 0.472 0.107
H -2.2760 -1.3682 2.0704 0.851 -0.067 0.989
H 1.6059 0.1690 2.6264 0.535 0.122 0.108
```
Forces are in eV/Å.

energy above the lowest of the compared OMol25 structures with the same formula, charge and spin	0.0	kJ/mol
total charge	+3
multiplicity	2
expectation value of S²	0.77
LUMO (spin up / spin down)	-16.25 / -16.02	eV

No. 2
An isolated molecule of C4HN7O, computed with ωB97M-V with the def2-TZVPD basis set.

```
13
Properties=species:S:1:pos:R:3:forces:R:3
C -0.8360 -1.4667 -0.3705 0.134 0.842 0.132
C 1.2511 -0.7017 0.0615 0.660 -1.084 -0.970
C -1.0499 0.0553 -0.1005 0.983 -0.405 -0.221
C 0.3109 0.6828 0.1621 -1.949 -2.085 1.188
N 1.3708 -0.4772 1.5177 0.443 -0.863 0.447
N -2.2514 0.5301 0.5372 -0.420 0.265 0.207
N -2.1415 0.8222 -0.6381 -0.543 0.222 -0.213
N 0.7342 0.5581 1.6017 -0.297 1.662 0.812
N 0.6131 1.7832 -0.4550 2.356 4.375 -2.296
N 1.0729 2.6856 -0.9568 -1.454 -2.166 1.199
N 0.4727 -1.6878 -0.3724 0.696 -0.771 -0.213
O -1.7686 -2.1955 -0.5622 -0.623 -0.201 -0.051
H 2.2218 -0.5883 -0.4248 0.014 0.210 -0.021
```
Forces are in eV/Å.

multiplicity	1
LUMO	-2.12	eV

No. 3
A cluster of 9 separate species, C46H48Cl2O28 in total, computed with ωB97M-V with the def2-TZVPD basis set.

```
124
Properties=species:S:1:pos:R:3:forces:R:3
O 6.3483 3.6732 -3.1673 0.255 -0.427 0.092
C 5.2628 3.6079 -2.6363 -0.663 1.123 -0.590
C 4.2798 4.6982 -2.7340 -0.140 0.716 0.001
C 3.0885 4.6816 -2.1322 -0.921 0.002 -0.121
O 2.1454 5.6093 -2.3835 0.329 0.023 0.187
C 2.6810 3.5509 -1.2395 1.642 -0.814 -0.687
O 1.6921 3.5480 -0.5503 -0.532 0.297 -0.110
C 3.6078 2.4100 -1.3298 -1.012 -1.507 0.531
C 4.7796 2.3840 -1.9496 1.076 0.569 0.236
O 5.6609 1.3800 -1.8559 -0.660 -0.558 -0.077
H 4.4650 5.5758 -3.3419 0.446 -0.227 -0.155
H 1.3336 5.3680 -1.9125 0.071 -0.041 0.180
H 3.2553 1.4624 -0.9310 0.009 0.224 0.438
H 6.3179 1.4272 -2.5648 0.077 0.433 0.028
O -3.7167 -0.1050 7.0904 -0.289 -0.151 -0.569
C -2.6443 0.0567 6.5517 1.238 0.546 0.746
C -1.3667 -0.0945 7.2563 -0.852 -0.637 -0.759
C -0.2216 0.1661 6.6209 1.613 0.577 1.661
O 0.9192 0.0499 7.3482 -0.195 -0.190 0.046
C -0.0750 0.6915 5.2254 -1.925 -0.075 -0.230
O 0.9830 0.9768 4.7253 0.632 0.031 0.292
C -1.3599 0.7831 4.5274 -0.065 0.189 -0.579
C -2.5275 0.5224 5.1261 -0.770 -1.150 -0.192
O -3.6804 0.4301 4.4532 0.172 0.404 -0.288
H -1.4182 -0.5204 8.2474 0.242 0.290 0.149
H 1.5938 0.6974 7.1074 -0.054 -0.143 -0.575
H -1.3708 0.9762 3.4611 0.187 0.198 0.045
H -4.3766 0.1212 5.0562 0.081 0.143 0.220
O -5.4306 3.2632 0.3027 -0.334 0.549 -0.809
C -5.5222 2.2501 -0.3561 0.139 -0.995 0.845
C -4.9974 0.9920 0.1230 -0.032 -0.646 0.746
C -5.1431 -0.1583 -0.5329 1.517 -0.712 -0.351
O -4.3929 -1.2206 -0.1635 -1.015 0.045 -0.219
C -5.8139 -0.2699 -1.8691 -0.249 1.498 0.038
O -5.9165 -1.3386 -2.4192 0.021 -0.343 -0.167
C -6.2036 1.0380 -2.4409 -0.426 -0.416 0.068
C -6.1225 2.1750 -1.7319 0.671 0.789 -0.393
O -6.4153 3.3551 -2.2857 -0.260 -0.011 -0.372
H -4.4244 0.9082 1.0381 -0.064 0.566 0.103
H -4.5798 -1.9686 -0.7742 0.116 0.168 0.197
H -6.5734 1.0822 -3.4566 -0.033 -0.144 0.003
H -6.0319 4.0872 -1.7804 -0.138 -0.181 0.413
O 3.9591 2.3285 1.8856 0.968 0.352 0.202
C 3.7839 1.2009 2.2787 -2.034 -1.004 0.002
C 2.5261 0.4870 1.9960 0.470 0.261 -0.093
C 2.2621 -0.7459 2.4381 -0.846 0.001 -1.629
O 1.1459 -1.3411 1.9590 0.109 -0.384 1.013
C 3.2017 -1.5298 3.2793 0.655 0.978 0.576
O 2.9250 -2.6066 3.7576 -0.349 -0.156 -0.353
C 4.4340 -0.7983 3.5909 0.309 -0.343 0.748
C 4.7040 0.4373 3.1682 0.756 0.811 0.075
O 5.8006 1.0956 3.5830 -0.090 -0.240 0.141
H 1.7989 1.0037 1.3859 0.041 0.050 -0.011
H 0.9921 -2.1517 2.4792 0.049 -0.045 -0.248
H 5.0688 -1.1999 4.3724 0.064 -0.271 -0.228
H 5.7400 2.0303 3.3360 -0.133 -0.032 -0.290
O 3.9290 -3.6260 -5.3560 -0.903 -0.496 0.645
C 3.1945 -2.6729 -5.2011 -0.056 1.251 -1.232
C 3.6337 -1.3477 -5.6417 0.796 0.304 0.322
C 2.9171 -0.2244 -5.5375 0.657 0.537 0.324
O 3.4453 0.9794 -5.8234 -0.335 -0.132 -0.414
C 1.5675 -0.2160 -4.9049 0.124 -1.223 -0.588
O 0.9447 0.8062 -4.7367 0.078 0.314 0.052
C 1.0862 -1.5510 -4.5680 -0.907 -0.306 1.383
C 1.7736 -2.6929 -4.6844 0.758 -0.468 0.078
O 1.3198 -3.8926 -4.2770 -0.129 0.316 -0.374
H 4.6773 -1.2927 -5.9261 -0.084 0.014 -0.309
H 2.7070 1.6065 -5.9184 0.121 -0.008 0.313
H 0.1755 -1.5767 -3.9804 -0.283 -0.014 -0.460
H 1.8842 -4.5595 -4.7031 0.119 -0.049 0.318
O -4.7825 -6.1276 -2.3377 -0.103 0.175 0.225
C -4.1163 -5.4017 -3.0404 0.680 -0.273 -1.328
C -3.5425 -5.7691 -4.3439 -0.340 -0.924 0.303
C -2.8120 -4.9289 -5.0736 0.881 -0.348 -0.294
O -2.1914 -5.3123 -6.2077 -0.520 0.796 0.357
C -2.5012 -3.5303 -4.6124 -0.795 0.045 -0.660
O -2.0528 -2.7174 -5.3979 0.447 -0.365 -0.036
C -2.9012 -3.2296 -3.2744 -0.445 0.279 1.325
C -3.7203 -4.0466 -2.5857 0.429 0.753 0.581
O -4.1454 -3.6906 -1.3676 -0.079 0.050 0.225
H -3.6264 -6.7993 -4.6685 -0.284 0.048 0.003
H -1.8686 -4.4728 -6.5909 0.180 -0.197 -0.111
H -2.6044 -2.2950 -2.8127 -0.027 0.111 -0.212
H -4.6879 -4.3885 -0.9633 0.039 -0.245 -0.344
C -1.8817 7.0273 3.2008 0.406 0.534 1.137
O -1.2802 7.6023 2.0606 -0.539 -0.495 -0.119
C -0.8681 6.6290 1.1105 0.776 0.824 -0.037
C 0.5466 6.1287 1.3901 -0.540 -0.164 -1.353
O 0.7371 5.5133 2.6171 1.305 0.304 0.831
C 0.2412 4.2155 2.8186 -1.088 0.316 -0.026
H -2.4208 6.1048 2.9851 -0.081 -0.006 -0.084
H -2.5373 7.7461 3.7002 -0.344 0.096 -0.641
H -1.1450 6.8599 3.9963 0.223 -0.508 -0.311
H -0.7409 7.1882 0.1778 -0.363 -0.141 -0.155
H -1.6176 5.8477 0.9654 -0.046 -0.059 0.158
H 1.1934 6.9982 1.2511 0.131 0.063 0.915
H 0.8546 5.5161 0.5282 -0.202 -0.504 0.248
H 0.6116 3.4701 2.1109 0.039 0.142 -0.167
H -0.8527 4.2958 2.7788 -0.030 -0.565 -0.229
H 0.4618 3.8874 3.8339 0.396 0.216 -0.031
C 3.9025 -7.0284 1.7104 -0.085 0.150 -0.931
O 3.0760 -6.2152 0.8940 -0.291 -0.172 -0.131
C 1.8034 -5.9447 1.4816 1.552 0.947 0.216
C 0.9253 -5.2938 0.4323 -0.731 -0.249 0.529
O -0.1113 -4.5979 1.1219 -0.298 -0.430 -0.041
C -0.8585 -3.8247 0.2220 0.072 0.868 -0.622
H 4.1666 -6.5814 2.6727 -0.440 0.000 0.166
H 4.8377 -7.1240 1.1596 -0.030 -0.235 -0.005
H 3.4029 -7.9971 1.7847 0.329 -0.171 0.506
H 2.0469 -5.2435 2.2877 -0.648 0.160 0.172
H 1.3558 -6.8307 1.9378 -0.120 -0.152 -0.244
H 0.4932 -6.0937 -0.1780 -0.089 0.121 -0.255
H 1.4175 -4.5761 -0.2267 0.572 -0.172 0.110
H -1.6875 -3.3025 0.6985 0.167 -0.140 0.445
H -1.3000 -4.3481 -0.6352 0.157 -0.564 0.165
H -0.1942 -3.0666 -0.2096 -0.106 0.115 -0.024
Cl -0.4079 -0.5866 -1.3902 0.089 -0.564 -0.209
C -0.4296 1.0771 -0.8228 -0.674 0.468 0.980
C -1.7131 1.2952 -0.0156 0.249 -0.202 -0.660
Cl -1.9269 3.0335 0.3121 -0.043 -0.057 0.011
H -0.3865 1.7396 -1.6807 0.189 0.043 0.059
H 0.3844 1.2111 -0.1177 0.363 0.154 -0.490
H -1.6644 0.7573 0.9281 -0.048 0.026 0.017
H -2.5677 0.9484 -0.5881 -0.071 0.063 0.078
```
Forces are in eV/Å.

energy above the lowest of the compared OMol25 structures with the same formula, charge and spin	0.0	kJ/mol
multiplicity	1
LUMO	-1.84	eV
SMILES	O=C1C=C(O)C(=O)C=C1O.O=C1C=C(O)C(=O)C=C1O.O=C1C=C(O)C(=O)C=C1O.O=C1C=C(O)C(=O)C=C1O.O=C1C=C(O)C(=O)C=C1O.O=C1C=C(O)C(=O)C=C1O.COCCOC.COCCOC.ClCCCl

No. 4
A cluster of 2 separate species, C5H15N2O in total, computed with ωB97M-V with the def2-TZVPD basis set.

```
23
Properties=species:S:1:pos:R:3:forces:R:3
C -0.2826 -0.1884 -2.2904 -0.523 -1.424 -0.675
C -1.0006 0.6062 -1.2195 1.983 1.931 -0.523
C -0.5608 0.1540 0.1332 -0.419 -2.181 0.608
C -0.9173 -1.1050 0.4925 0.580 0.823 0.020
N -0.9912 -1.5424 1.7910 0.934 -1.160 1.428
C 0.1380 1.0381 1.0830 -0.355 3.222 0.097
N -0.2220 0.5561 -3.6286 0.936 -0.431 0.815
H -0.8319 -1.1166 -2.5115 0.043 0.302 -0.115
H 0.7171 -0.5522 -2.0734 0.206 0.617 0.380
H -2.0740 0.6222 -1.3303 -0.347 -0.178 -0.253
H -0.6464 1.6682 -1.3735 -0.472 -0.734 0.373
H -1.1787 -1.8532 -0.2513 -0.470 0.090 0.127
H -0.5855 -2.4439 2.0550 -0.542 -0.036 -0.864
H -0.6768 -0.9638 2.5617 -0.209 0.779 -0.607
H -0.5770 1.6631 1.6605 0.071 -0.479 0.091
H 0.6514 1.8820 0.5518 -0.050 -0.862 0.066
H 0.8590 0.6706 1.8059 -0.045 -0.740 -0.177
H -1.2038 0.7708 -3.8385 0.653 0.241 -0.838
H 0.3315 0.0166 -4.3047 -1.140 -0.396 -0.338
H 0.3993 1.3655 -3.5595 -0.789 0.607 0.404
H 2.1795 -0.4311 5.1228 0.143 0.059 0.309
H 3.6752 -0.3201 4.7294 0.127 0.063 0.302
O 2.7974 -0.4966 4.3944 -0.316 -0.113 -0.631
```
Forces are in eV/Å.

energy above the lowest of the compared OMol25 structures with the same formula, charge and spin	209.9	kJ/mol
total charge	+1
multiplicity	1
LUMO	-3.66	eV

Number 1: total energy -50351.87110 eV. Number 2: total energy -16634.58123 eV. Number 3: total energy -130847.57927 eV. Number 4: total energy -10448.38548 eV.